1.
Computed, not measured: C5H6N2 as an isolated structure, with the ωB97M-V functional and the def2-TZVPD basis.

```
! RIJCOSX wB97M-V def2-TZVPD def2/J DEFGRID3
* xyz 0 1
C -0.6781 -0.0694 0.0107
C 0.0575 -1.2327 0.0197
C 1.4214 -1.1666 0.0718
C 1.3428 1.2240 -0.0404
C -0.1357 1.2440 0.2984
H -2.5425 0.7278 0.6435
H -2.4936 -0.9162 -0.1595
H -0.4697 -2.2497 -0.0209
H 2.1374 -1.9285 0.2468
H 2.1029 2.0734 -0.2880
H -0.7448 2.2373 -0.3608
N -2.0308 -0.0156 -0.2418
N 2.0331 0.0721 -0.1793
*
```

Lowest unoccupied orbital energy in eV: 0.141
HOMO in Ha: -0.31789
Electronic energy in a.u.: -303.51714

2.
Computed, not measured: a single C5H6N2O molecule, with the ωB97M-V functional and the def2-TZVPD basis.

```
! RIJCOSX wB97M-V def2-TZVPD def2/J DEFGRID3
* xyz 0 1
H -1.6134 -0.3979 -2.5706
N -1.7623 -0.9166 -1.5931
C -0.9441 -0.2379 -0.7308
C 0.3172 0.5548 -1.1775
C 1.0883 0.4182 0.1062
O 2.2137 0.9299 0.0804
C 0.5044 -0.4869 1.1216
C -0.7565 0.1898 1.7207
N -0.7350 -0.7160 0.6732
H 0.3117 1.5678 -1.4784
H 0.5620 0.0355 -2.2103
H 1.2500 -1.1215 1.6462
H -0.6769 1.4190 1.6165
H -1.3177 -0.1406 2.5515
*
```

Lowest unoccupied orbital energy in eV: 0.098
HOMO in Ha: -0.34935
SMILES: [H]/N=C1\CC(=O)[C@H]2CN12
Electronic energy in a.u.: -378.72443

3.
Computed, not measured: a single C5H6N2O molecule, with the ωB97M-V functional and the def2-TZVPD basis.

```
! RIJCOSX wB97M-V def2-TZVPD def2/J DEFGRID3
* xyz 0 1
C -1.9662 -0.6636 2.2517
C -1.3210 -0.1330 1.1799
O -0.1627 -0.8031 0.8829
C 0.4260 -0.1680 -0.2113
C 1.4608 -0.6953 -0.8438
C 1.6132 0.1326 -2.0212
N 0.7138 1.1496 -1.8105
N -0.0069 0.9831 -0.6411
H -1.4285 -1.4225 3.1313
H -2.9125 -0.1743 2.5956
H -1.8794 0.7169 0.6525
H 2.1922 -1.5058 -0.6983
H 2.4084 0.2275 -2.7044
H 0.8627 2.3557 -1.7632
*
```

Lowest unoccupied orbital energy in eV: 0.622
HOMO in Ha: -0.31521
SMILES: C=COc1cc[nH]n1
Electronic energy in a.u.: -378.72634

4.
Computed, not measured: a single C5H6N2O molecule, with the ωB97M-V functional and the def2-TZVPD basis.

```
! RIJCOSX wB97M-V def2-TZVPD def2/J DEFGRID3
* xyz 0 1
O -2.2335 -0.1866 1.9374
C -1.3597 0.3713 0.8410
C -1.0185 -0.5019 -0.3457
C 0.5562 -0.9714 -0.3676
C 1.5247 -0.3186 0.5324
N 1.5771 0.8959 0.5119
N 0.5736 1.3563 -0.4485
C 0.0456 0.1317 -1.2353
H -0.8592 1.6039 0.9496
H -1.7675 -1.5391 -0.3682
H 0.8425 -2.0960 -0.7175
H 2.0845 -0.9803 1.2004
H 0.0409 2.3393 -0.2192
H -0.0070 -0.1046 -2.2707
*
```

Lowest unoccupied orbital energy in eV: -0.309
HOMO in Ha: -0.32911
SMILES: O=C[C@@H]1[C@@H]2C=NN[C@H]12
Electronic energy in a.u.: -378.58610

5.
Computed, not measured: a 2-piece molecular cluster, C5H6N2O overall, with the ωB97M-V functional and the def2-TZVPD basis.

```
! RIJCOSX wB97M-V def2-TZVPD def2/J DEFGRID3
* xyz 0 1
C 2.0129 -1.6709 -0.0057
C -2.7121 -0.8445 -0.4112
C 1.7082 0.6389 -0.2894
C -0.1122 -0.6902 0.7935
C 1.3331 -0.5160 0.6478
N 2.6113 -2.4391 -0.6202
N 2.3848 1.4929 0.2561
O -0.4622 -0.1814 1.9524
H -2.8361 -1.0133 -1.4891
H -2.2338 0.1517 -0.1616
H 1.3397 0.5623 -1.3784
H 1.8427 -0.2000 1.4864
H 2.7012 2.3922 -0.0931
H -1.4038 -0.1281 2.0497
*
```

Lowest unoccupied orbital energy (alpha / beta) in eV: -0.482 / -0.583
HOMO (alpha / beta) in Ha: -0.33592 / -0.33175
Electronic energy in a.u.: -378.55710

6.
Computed, not measured: a 2-piece molecular cluster, C5H6N2O overall, with the ωB97M-V functional and the def2-TZVPD basis.

```
! RIJCOSX wB97M-V def2-TZVPD def2/J DEFGRID3
* xyz 0 1
C 1.8670 0.3306 -1.0264
C 0.4720 0.4212 -1.6176
C -0.5803 -0.2999 1.4170
C -1.7994 -1.0829 0.9636
C -2.8000 -1.6964 0.5201
H 1.0971 1.2740 0.4800
H 2.5270 0.4961 -1.7790
H 1.8380 -0.7386 -0.8193
H 0.2381 0.4092 -2.6232
H -0.2846 -0.4588 2.4776
H -3.7888 -2.1158 0.0100
N -0.4752 0.4839 -0.7710
N -0.1041 0.5529 0.5951
O 2.4341 0.9801 0.2431
*
```

Lowest unoccupied orbital energy in eV: -0.562
HOMO in Ha: -0.33122
Electronic energy in a.u.: -378.61062